{
  "formula": "C20H12N5O8S",
  "method": "ωB97M-V/def2-TZVPD",
  "species": ["C", "N", "C", "O", "O", "C", "H", "H", "C", "H", "O", "H", "C", "H", "H", "C", "H", "O", "N", "C", "N", "H", "C", "O", "C", "N", "C", "C", "H", "O", "O", "C", "C", "C", "C", "H", "C", "C", "C", "C", "O", "S", "N", "C", "H", "H"],
  "coordinates": [[1.270, 0.405, 2.795], [-6.741, -3.913, 1.359], [1.133, -0.941, 2.413], [0.590, -3.092, -0.233], [-0.911, 3.244, 3.423], [-2.519, -1.398, 2.713], [2.227, -1.865, -4.716], [-2.147, -4.282, 1.303], [-1.791, -3.330, -1.323], [0.970, -1.862, -2.575], [-0.315, -5.394, -0.650], [0.182, -6.065, -3.025], [-0.118, -1.505, 2.120], [1.437, -6.083, -5.155], [-4.213, -3.267, -2.364], [-4.247, -3.464, -1.298], [2.493, -3.987, -6.007], [3.128, -0.537, 3.359], [-3.579, -1.824, 2.957], [-1.133, 0.592, 2.905], [0.175, 2.653, 3.205], [-4.337, -4.418, 2.446], [-2.985, -3.623, -0.624], [-7.756, -3.616, 0.684], [0.573, -3.979, -2.636], [2.483, 0.666, 3.345], [0.658, -5.157, -3.384], [-4.276, -4.167, 1.391], [-6.403, -3.425, -1.164], [2.692, -2.724, 2.869], [-6.806, -4.201, 2.570], [1.933, -3.978, -5.071], [-1.252, -0.764, 2.529], [1.794, -2.792, -4.345], [-5.486, -3.911, 0.706], [-1.837, -3.008, -2.369], [1.103, -2.787, -3.132], [-3.061, -4.055, 0.748], [1.353, -5.155, -4.593], [0.103, 1.242, 2.928], [1.273, 3.241, 3.200], [-0.229, -3.998, -1.017], [2.320, -1.570, 2.807], [-5.456, -3.586, -0.659], [-0.159, -2.494, 1.688], [-2.028, 1.148, 3.181]],
  "forces_ev_per_a": [[1.78, 1.31, 1.67], [-1.19, -0.02, 0.56], [1.29, -0.21, 0.77], [0.45, -0.09, 0.70], [1.85, -1.13, -0.34], [-2.38, -0.65, 0.18], [-0.08, -0.18, 0.03], [-0.23, 0.13, -0.20], [0.10, -0.29, -0.58], [0.12, -0.23, 0.00], [0.33, -0.07, 0.64], [0.15, 0.20, 0.10], [-1.31, 0.14, 0.83], [0.01, 0.19, 0.04], [-0.07, 0.13, 0.07], [0.05, 0.02, 0.12], [-0.15, 0.03, 0.21], [-0.38, -0.79, -0.71], [2.18, 0.96, -0.33], [1.23, 1.49, 0.13], [-0.32, 2.50, 0.50], [0.08, 0.00, -0.24], [0.16, -0.25, 0.19], [1.03, -0.39, 0.97], [-0.29, 0.08, -0.28], [-1.57, -0.68, -0.92], [0.09, 0.21, 0.03], [-0.35, -0.07, -0.20], [0.24, -0.06, -0.05], [-0.23, 1.13, -0.21], [0.09, 0.27, -1.27], [-0.07, -0.01, 0.21], [1.81, -1.27, -0.68], [-0.12, -0.16, 0.05], [0.70, 0.09, -0.13], [-0.15, -0.05, 0.44], [0.09, -0.19, -0.14], [-0.23, -0.08, -0.30], [-0.04, 0.19, 0.10], [-1.12, -1.45, -0.39], [-1.81, -1.56, -0.09], [-1.14, 0.24, -1.21], [-1.08, 0.67, -0.26], [0.44, 0.10, -0.02], [-0.21, -0.17, 0.17], [0.27, -0.06, -0.17]],
  "lowdin_charge": [-0.149, -0.357, -0.080, -0.368, 0.040, -0.143, 0.099, 0.103, -0.224, 0.113, -0.339, 0.112, 0.120, 0.099, 0.099, -0.053, 0.097, 0.044, 0.216, 0.087, -0.315, 0.104, -0.282, -0.014, -0.276, 0.131, -0.056, -0.047, 0.109, 0.098, 0.007, -0.098, -0.165, -0.088, -0.204, 0.068, -0.067, -0.067, -0.088, -0.066, 0.074, 0.648, -0.143, -0.021, 0.104, 0.140],
  "charge": -1,
  "total_energy_ha": -2042.89288,
  "homo_energy_ev": -4.0
}